Entry 1:
Entry from the OMol25 dataset: one molecule with the formula C18H26N2 (wB97M-V/def2-TZVPD).

```
46
Properties=species:S:1:pos:R:3:forces:R:3
C 1.81445 1.03457 5.02880 0.0 0.0 -0.1
C 1.29275 0.16904 3.92117 0.0 0.0 0.1
C 2.15779 -0.60743 3.15890 -0.1 0.1 0.0
C 1.69508 -1.40067 2.13095 0.0 0.0 -0.1
C 0.33343 -1.44146 1.80362 0.1 0.1 0.3
C -0.53397 -0.66594 2.57799 -0.1 -0.1 -0.2
C -0.05814 0.11514 3.61377 0.2 0.0 0.1
H -0.75962 0.70457 4.18835 -0.1 0.1 0.1
H -1.59288 -0.65481 2.37218 -0.1 0.0 -0.1
N -0.10688 -2.26672 0.78584 -0.1 -0.1 -0.1
C 0.67105 -2.43157 -0.42585 0.1 -0.1 -0.1
C -0.14405 -1.94547 -1.65385 0.0 0.0 0.0
N -1.10915 -0.92197 -1.31523 0.0 0.0 0.2
C -2.11194 -1.46530 -0.41300 -0.1 -0.2 0.0
C -1.51032 -2.50914 0.55720 -0.1 0.1 0.0
H -2.04437 -2.52571 1.50672 0.0 -0.1 0.0
H -1.58883 -3.50964 0.11566 -0.1 0.0 0.1
H -2.89212 -1.94294 -1.01994 -0.1 0.0 0.2
H -2.57413 -0.64429 0.13619 0.0 0.0 0.0
C -0.52080 0.35265 -0.93644 0.2 0.1 -0.4
C -0.17423 1.18617 -2.17593 -0.3 0.1 0.4
C -1.42401 1.50827 -2.99125 0.3 -0.2 -0.3
C -1.03296 2.19049 -4.29865 -0.1 0.0 0.2
C -0.04753 3.29294 -4.05965 -0.1 0.0 -0.3
C 0.63672 3.42690 -2.93609 0.1 0.1 0.2
C 0.51408 2.49006 -1.77342 0.0 -0.3 -0.1
H 1.50682 2.28313 -1.36393 0.0 0.0 0.1
H -0.06067 2.98033 -0.97942 0.0 0.0 0.1
H 1.32700 4.25003 -2.80864 0.0 0.1 -0.1
H 0.09158 3.99275 -4.87267 0.1 0.1 0.0
H -1.91931 2.59389 -4.79514 0.0 0.0 -0.1
H -0.58814 1.45961 -4.98284 -0.1 0.0 -0.1
H -2.06461 2.17574 -2.41092 -0.1 0.1 0.1
H -1.97713 0.58907 -3.18666 -0.1 0.0 0.0
H 0.51106 0.61606 -2.81100 0.1 0.0 0.0
H 0.38016 0.24148 -0.31509 0.0 0.0 0.1
H -1.25441 0.90866 -0.34751 0.0 0.0 0.0
H -0.70056 -2.77905 -2.09172 0.1 0.0 -0.1
H 0.53508 -1.56086 -2.41546 0.0 -0.1 -0.1
H 1.59066 -1.85195 -0.34709 0.0 -0.1 0.0
H 0.94169 -3.48840 -0.55753 0.1 0.1 -0.1
H 2.39730 -2.01539 1.58780 0.0 -0.1 0.0
H 3.21553 -0.59934 3.38348 0.1 0.0 0.0
H 2.49265 0.47222 5.66895 0.0 0.0 0.1
H 2.36758 1.88141 4.62081 0.0 0.1 0.1
H 0.99933 1.41976 5.63673 0.0 0.0 0.1
```
Positions in Å, forces in eV/Å.

Properties
Structure (SMILES) = Cc1ccc(N2CCN(C[C@@H]3CC=CCC3)CC2)cc1
Total charge = 0
Kohn-Sham gap = 0.30139 Eh

---

Entry 2:
Entry from the OMol25 dataset: C18H26N2O3 as an isolated structure in a non-equilibrium geometry (wB97M-V/def2-TZVPD).

```
49
Properties=species:S:1:pos:R:3:forces:R:3
C -5.77537 -0.08758 -1.12713 2.5 -1.8 -3.0
H -6.28068 0.80265 -1.29630 -1.8 1.3 0.5
O -4.54208 0.37489 -0.48229 -2.9 -3.0 -1.2
C -3.66255 -0.66830 -0.27128 -3.5 -2.0 -3.2
C -3.76797 -2.14340 -0.79324 5.9 8.3 5.4
C -2.80882 -2.92485 -0.31005 2.5 -2.2 0.2
C -1.72524 -2.52272 0.48405 -6.6 9.1 -2.3
C -1.57557 -1.04789 0.58640 0.0 -4.5 2.4
C -2.62791 -0.15159 0.33232 6.3 -1.2 2.6
C -2.45146 1.23249 0.83034 -3.5 4.7 0.0
N -1.20442 1.99421 0.70297 1.2 -3.7 4.0
C -0.84523 2.56065 -0.50702 10.4 -2.2 11.6
O -1.43802 2.65167 -1.42230 -7.0 1.5 -10.3
C 0.80106 2.79335 -0.37285 -5.1 -3.1 -15.5
N 1.46647 1.45981 -0.86390 -2.1 3.6 13.7
C 1.63548 0.48786 0.31157 2.8 -1.8 -13.3
O 1.43298 0.51649 1.40976 -2.6 2.7 8.8
C 2.29117 -0.83483 -0.23043 0.2 1.0 -4.0
C 3.26103 -1.30036 0.75296 -4.4 -5.3 4.0
C 4.38307 -0.53494 1.20032 1.2 -0.7 -7.5
C 5.21073 -0.45425 -0.27109 2.6 3.8 6.8
C 4.31865 0.26940 -1.15005 4.8 -7.6 -7.1
C 3.18630 -0.55433 -1.51335 -1.9 -3.2 0.8
H 2.56241 -0.21963 -2.24071 -1.6 1.8 -2.3
H 3.50191 -1.50757 -2.09274 -0.1 0.9 1.7
H 4.22817 1.21005 -1.03135 -0.8 6.5 1.2
H 5.04894 0.05487 -2.21701 -1.9 1.7 2.2
H 6.17400 0.32576 -0.00888 -2.2 -2.5 -0.9
H 5.52435 -1.47471 -0.37966 0.1 -0.2 -1.0
H 4.15250 0.37075 1.50252 -1.2 4.6 1.4
H 5.00987 -0.94232 1.82399 2.9 -2.7 3.7
H 2.51991 -1.47755 1.59651 1.1 0.1 0.1
H 3.46607 -2.38536 0.55705 0.5 0.9 -0.3
H 1.44993 -1.56415 -0.54738 1.3 0.9 1.0
H 1.55455 1.19997 -1.70978 0.5 -2.2 -7.3
H 1.06659 3.66362 -1.11936 -0.4 -1.8 1.2
H 1.13553 3.03979 0.40761 4.5 2.9 11.6
H -0.43966 1.49023 1.60105 -2.3 2.7 -4.3
C -2.96188 1.49445 2.30454 -0.5 1.6 0.5
H -2.42067 0.99822 3.04591 2.0 -1.1 1.0
H -3.88695 1.02521 2.55468 -1.3 -0.2 -0.7
H -3.03435 2.57005 2.81536 0.3 -1.8 -2.1
H -3.22816 1.82208 0.20282 1.5 -0.6 0.9
H -0.72774 -0.86916 1.26742 -0.2 0.9 -0.8
H -0.93499 -3.01578 0.47379 6.8 -4.8 0.8
H -2.67236 -3.93234 -0.68856 -0.8 -0.4 0.1
H -4.57706 -2.44483 -1.12373 -7.4 -2.8 -3.9
H -6.27498 -1.01818 -0.67509 0.7 1.8 -0.3
H -5.51753 -0.33188 -2.31842 -0.4 0.0 3.0
```
Positions in Å, forces in eV/Å.

Properties
Energy relative to the best compared isomer or geometry (same formula, charge and spin) = 340.88 kcal per mole
Total charge = 0
Kohn-Sham gap = 0.33501 Eh

---

Entry 3:
Entry from the OMol25 dataset: one molecule with the formula C18H26N2O4 (wB97M-V/def2-TZVPD).

```
50
Properties=species:S:1:pos:R:3:forces:R:3
C 6.94035 1.33312 0.98920 0.1 -0.2 -0.1
C 7.06391 0.11726 0.07733 -0.2 0.1 0.0
C 5.71363 -0.41901 -0.39641 0.0 -0.2 0.2
C 4.91437 -1.08300 0.72719 0.4 0.3 -0.1
O 3.70905 -1.65718 0.25782 -0.3 -0.1 -0.1
C 2.63732 -0.87332 -0.00164 -0.3 0.0 -0.1
C 2.55387 0.49796 0.23422 0.4 -0.1 0.2
C 1.38613 1.18307 -0.04551 -0.3 -0.1 -0.1
C 0.28021 0.52706 -0.57464 0.3 -0.2 0.0
C 0.37621 -0.84137 -0.83230 0.0 0.2 0.0
C 1.52810 -1.53248 -0.54314 0.2 0.0 0.1
H 1.60641 -2.59179 -0.72884 0.0 -0.1 0.0
H -0.47431 -1.34729 -1.26258 -0.1 -0.1 0.0
C -0.98858 1.21397 -0.91103 0.1 0.2 0.1
O -1.74823 0.79498 -1.77739 0.1 -0.1 -0.2
N -1.25730 2.33529 -0.20334 0.1 0.2 0.2
H -0.71831 2.53147 0.62380 0.0 -0.1 -0.1
C -2.46543 3.11107 -0.40049 -0.3 0.0 0.0
H -2.31881 4.10596 0.02002 -0.1 -0.1 0.0
H -2.65599 3.18251 -1.47451 0.0 0.1 0.1
C -3.66794 2.44002 0.29189 0.4 0.3 -0.4
O -4.14099 2.85615 1.32752 -0.1 0.1 0.4
N -4.10516 1.36778 -0.38987 -0.1 -0.5 -0.3
H -3.53683 1.05806 -1.17469 0.0 0.2 0.2
C -5.07727 0.44439 0.13775 -0.1 -0.2 0.5
H -5.66274 0.96709 0.89736 0.0 -0.1 -0.1
H -5.73957 0.12216 -0.66921 -0.1 0.0 0.0
C -4.40980 -0.78493 0.79398 0.2 0.4 -0.2
C -3.66325 -1.66486 -0.21413 -0.1 0.0 0.2
H -2.91840 -2.26260 0.31296 0.1 0.0 0.0
C -4.78243 -2.55995 -0.74856 -0.1 0.1 0.1
H -5.24656 -2.11234 -1.62706 0.0 0.0 0.0
C -5.77686 -2.61272 0.42355 -0.2 -0.3 -0.1
H -5.76216 -3.58129 0.93322 0.0 0.1 -0.1
H -6.80359 -2.41280 0.09402 0.1 -0.1 0.0
O -5.37952 -1.63393 1.37188 0.0 0.1 0.1
H -4.42505 -3.55088 -1.01942 0.0 0.0 -0.1
H -3.16683 -1.09255 -0.99380 0.1 0.0 0.0
H -3.76468 -0.43291 1.60619 0.0 0.0 -0.1
H 1.36266 2.25023 0.12340 0.0 0.1 0.0
H 3.39132 1.04701 0.63455 0.1 0.0 0.0
H 5.48022 -1.92780 1.13045 -0.1 0.1 0.0
H 4.71229 -0.38250 1.54452 0.0 -0.1 0.0
H 5.87223 -1.16594 -1.17717 -0.1 0.0 0.0
H 5.12896 0.39334 -0.83347 0.0 0.0 -0.1
H 7.64911 0.39613 -0.80121 0.1 -0.1 0.0
H 7.60538 -0.67561 0.59758 0.1 0.0 0.0
H 6.44140 1.07920 1.92099 -0.1 0.1 0.1
H 7.92657 1.72079 1.23237 0.0 0.1 0.1
H 6.37690 2.12293 0.49668 -0.1 0.1 0.0
```
Positions in Å, forces in eV/Å.

Properties
Energy relative to the best compared isomer or geometry (same formula, charge and spin) = 7.11 kcal per mole
Structure (SMILES) = CCCCOc1ccc(C(=O)NCC(=O)NC[C@@H]2CCCO2)cc1
Total charge = 0
Kohn-Sham gap = 0.34798 Eh

---

Entry 4:
Entry from the OMol25 dataset: one molecule with the formula C18H26N2OS in a non-equilibrium geometry (wB97M-V/def2-TZVPD).

```
48
Properties=species:S:1:pos:R:3:forces:R:3
C -0.40446 -3.27263 -1.49149 0.1 0.0 0.0
C 0.63606 -2.35893 -0.91519 0.0 0.1 0.0
C 1.27750 -2.67846 0.27536 0.0 0.1 0.0
C 2.27916 -1.86996 0.79212 0.0 0.0 -0.1
C 2.64174 -0.72467 0.09554 0.0 -0.2 -0.1
C 1.98791 -0.36659 -1.07215 0.0 -0.2 0.0
C 0.98705 -1.18964 -1.57257 0.2 -0.1 0.1
H 0.47684 -0.91618 -2.48560 -0.1 0.1 -0.1
C 2.34466 0.89150 -1.80274 0.1 0.5 0.2
H 1.52626 1.21627 -2.44730 0.1 -0.1 -0.1
H 3.23725 0.74224 -2.41477 -0.1 0.0 -0.1
S 2.79161 2.28913 -0.71760 -0.1 0.0 -0.1
C 1.20669 2.58310 0.13393 0.5 -0.1 -0.4
C 0.94441 1.53658 1.18792 -0.2 0.2 -0.1
O 1.60012 1.39324 2.19607 0.2 0.0 0.1
N -0.13539 0.73534 0.95772 -0.5 -0.8 0.6
N -0.91051 0.83048 -0.14185 -0.1 0.5 -0.6
C -1.89181 0.04903 -0.33741 0.2 -0.3 0.0
C -2.72159 0.29536 -1.55935 -0.1 0.3 0.0
H -2.14261 0.87424 -2.27939 0.0 -0.1 0.0
H -2.99081 -0.66120 -2.01209 0.0 -0.1 0.0
C -4.00135 1.07080 -1.21627 -0.1 -0.3 -0.1
C -4.80897 0.47680 -0.06120 0.0 0.3 0.0
C -4.11710 0.63466 1.29816 -0.1 -0.2 0.1
C -3.23670 -0.55015 1.70574 0.0 0.1 0.0
C -2.34634 -1.06751 0.56264 0.2 0.1 0.3
H -1.48525 -1.60070 0.97488 0.0 -0.1 -0.1
H -2.91082 -1.78071 -0.03797 0.1 0.0 0.0
H -3.86705 -1.37268 2.05066 0.0 0.0 0.1
H -2.61810 -0.23777 2.55026 0.0 -0.1 0.0
H -3.51094 1.54328 1.27698 0.0 0.1 0.0
H -4.87163 0.77033 2.07599 0.0 0.1 0.0
H -5.76629 1.00172 -0.02705 0.0 -0.1 0.0
H -5.02460 -0.57551 -0.25363 -0.1 -0.1 0.0
H -3.73042 2.09729 -0.96088 0.0 0.1 0.0
H -4.62778 1.10539 -2.11027 0.0 0.1 0.0
H -0.29996 0.00770 1.65224 0.1 0.1 -0.1
H 1.33059 3.55329 0.61382 -0.1 -0.1 0.1
H 0.40808 2.60711 -0.60469 0.1 0.2 0.1
H 3.42174 -0.08921 0.48806 0.0 0.1 0.1
C 2.95963 -2.19227 2.08616 0.0 0.0 0.0
H 2.86770 -1.34784 2.76808 0.0 0.0 0.1
H 2.52656 -3.07467 2.55140 0.0 -0.1 0.1
H 4.02144 -2.37069 1.92119 0.1 0.0 0.1
H 0.99099 -3.57692 0.80571 0.0 -0.1 0.1
H 0.07306 -4.01404 -2.13322 -0.1 -0.1 -0.1
H -1.11780 -2.71641 -2.09550 -0.1 0.0 -0.1
H -0.93804 -3.80517 -0.70714 -0.1 -0.1 0.0
```
Positions in Å, forces in eV/Å.

Properties
Energy relative to the best compared isomer or geometry (same formula, charge and spin) = 9.79 kcal per mole
Structure (SMILES) = Cc1cc(C)cc(CSCC(=O)NN=C2CCCCCC2)c1
Total charge = 0
Kohn-Sham gap = 0.33300 Eh

---

Question: Look up the Kohn-Sham gap of the fourth one.
Answer: 0.33300 Eh